Arrangement a

Entry from the OMol25 dataset: a 2-piece molecular cluster, C12H17N overall (ωB97M-V with the def2-TZVPD basis set).

Bonds (Å) are listed after each position.
Positions of all 30 atoms, in Å:
1 C -0.014 -1.055 -3.335  C2 1.452, H11 1.099, H12 1.082, H19 1.086
2 C 0.351 -0.365 -2.111  C1 1.452, C3 1.459, C4 1.456
3 C 1.639 0.052 -1.568  C2 1.459, N10 1.432, H13 1.153
4 C -0.805 0.056 -1.334  C2 1.456, C5 1.455, C6 1.400
5 C -0.138 0.809 -0.283  C4 1.455, C7 1.425, N10 1.368
6 C -2.202 -0.025 -1.274  C4 1.400, C8 1.384, H15 1.185
7 C -0.901 1.608 0.617  C5 1.425, C9 1.400, H16 1.109
8 C -2.993 0.562 -0.302  C6 1.384, C9 1.376, H17 1.104
9 C -2.258 1.260 0.628  C7 1.400, C8 1.376, H18 1.178
10 N 1.212 0.894 -0.491  C3 1.432, C5 1.368, H14 1.003
11 H -0.455 -2.043 -3.145  C1 1.099
12 H 0.620 -0.972 -4.208  C1 1.082
13 H 2.769 -0.030 -1.785  C3 1.153
14 H 1.833 1.212 0.229  N10 1.003
15 H -2.476 -0.709 -2.202  C6 1.185
16 H -0.575 2.251 1.459  C7 1.109
17 H -4.097 0.527 -0.273  C8 1.104
18 H -2.591 1.782 1.631  C9 1.178
19 H -0.697 -0.414 -3.885  C1 1.086
20 C 1.058 -0.590 2.680  C21 1.561, C22 1.567, H23 1.063, H24 1.100
21 C 1.278 -1.775 1.688  C20 1.561, H25 1.090, H28 1.149, H29 1.093
22 C 2.343 -0.488 3.570  C20 1.567, H26 1.079, H27 1.194, H30 1.241
23 H 0.818 0.328 2.201  C20 1.063
24 H 0.239 -0.747 3.399  C20 1.100
25 H 1.163 -2.684 2.278  C21 1.090
26 H 3.273 -0.018 3.291  C22 1.079
27 H 2.073 0.227 4.488  C22 1.194
28 H 2.299 -1.858 1.169  C21 1.149
29 H 0.542 -1.808 0.880  C21 1.093
30 H 2.630 -1.592 4.057  C22 1.241

Output
* multiplicity: 1
* HOMO-LUMO gap: 8.6 eV
* SMILES: Cc1c[nH]c2ccccc12.CCC

Arrangement b

Entry from the OMol25 dataset: a 2-piece molecular cluster, C12H17N overall (ωB97M-V with the def2-TZVPD basis set).

Bonds (Å) are listed after each position.
Positions of all 30 atoms, in Å:
1 C -1.983 -0.600 1.010  C2 1.558, H3 1.060, H4 1.185, H5 1.046
2 C -2.412 0.767 0.397  C1 1.558, H6 1.104, H7 1.142, H8 1.217
3 H -1.177 -0.464 1.683  C1 1.060
4 H -2.848 -0.851 1.780  C1 1.185
5 H -1.781 -1.336 0.294  C1 1.046
6 H -2.966 0.550 -0.533  C2 1.104
7 H -2.932 1.381 1.206  C2 1.142
8 H -1.362 1.381 0.359  C2 1.217
9 C 0.877 1.217 1.742  C10 1.466, C11 1.467, H20 1.084, H21 1.122
10 C 1.639 2.295 1.104  C9 1.466, H22 1.108, H29 1.104, H30 1.121
11 C 0.847 0.014 0.903  C9 1.467, C12 1.385, C13 1.446
12 C 1.355 -1.211 1.300  C11 1.385, N19 1.348, H23 0.960
13 C 0.722 -0.100 -0.533  C11 1.446, C14 1.466, C15 1.415
14 C 0.728 -1.548 -0.763  C13 1.466, C16 1.428, N19 1.329
15 C 0.354 0.689 -1.648  C13 1.415, C17 1.385, H25 1.072
16 C 0.350 -2.231 -1.959  C14 1.428, C18 1.376, H26 0.999
17 C -0.109 0.047 -2.785  C15 1.385, C18 1.400, H27 1.103
18 C 0.012 -1.339 -2.950  C16 1.376, C17 1.400, H28 1.128
19 N 1.180 -2.139 0.339  C12 1.348, C14 1.329, H24 1.017
20 H 1.161 1.051 2.775  C9 1.084
21 H -0.203 1.480 1.894  C9 1.122
22 H 2.746 2.324 1.093  C10 1.108
23 H 1.693 -1.487 2.156  C12 0.960
24 H 0.924 -3.083 0.613  N19 1.017
25 H 0.477 1.715 -1.365  C15 1.072
26 H 0.539 -3.211 -1.968  C16 0.999
27 H -0.353 0.604 -3.705  C17 1.103
28 H -0.377 -1.568 -3.984  C18 1.128
29 H 1.436 3.285 1.547  C10 1.104
30 H 1.462 2.368 -0.001  C10 1.121

Output
* multiplicity: 1
* HOMO-LUMO gap: 8.6 eV
* SMILES: CCc1c[nH]c2ccccc12.CC

So which one wins? Going from most stable to least: arrangement b, arrangement a.

Arrangement a

Entry from the OMol25 dataset: a 2-piece molecular cluster, C2H4N2O2 overall (ωB97M-V with the def2-TZVPD basis set).

Bonds (Å) are listed after each position.
Positions of all 10 atoms, in Å:
1 C 0.379 0.379 0.991  C2 1.488, O5 1.170, H7 1.105
2 C -0.958 0.855 0.543  C1 1.488, H8 1.106, H9 1.043, H10 1.032
3 N 0.588 -1.049 -2.702  N4 1.105
4 N 0.884 -1.361 -1.684  N3 1.105, O6 1.151
5 O 1.290 0.165 0.288  C1 1.170
6 O 1.259 -1.696 -0.649  N4 1.151
7 H 0.324 0.148 2.070  C1 1.105
8 H -1.324 -0.019 -0.027  C2 1.106
9 H -0.786 1.635 -0.127  C2 1.043
10 H -1.656 0.944 1.297  C2 1.032

Output
* multiplicity: 1
* HOMO-LUMO gap: 11.0 eV
* SMILES: N#[N+][O-].CC=O

Arrangement b

Entry from the OMol25 dataset: one molecule with the formula C2H4N2O2 (ωB97M-V with the def2-TZVPD basis set).

Bonds (Å) are listed after each position.
Positions of all 10 atoms, in Å:
1 C -1.128 -0.557 0.080  C2 1.504, N3 1.336, H7 1.024
2 C 0.362 -0.490 -0.115  C1 1.504, H8 1.055, H9 1.082, H10 1.088
3 N -1.974 0.393 -0.325  C1 1.336, N4 1.370
4 N -3.313 0.254 -0.067  N3 1.370, O5 1.167, O6 1.209
5 O -3.823 1.263 0.223  N4 1.167
6 O -3.840 -0.813 -0.279  N4 1.209
7 H -1.436 -1.295 0.720  C1 1.024
8 H 0.770 -1.335 -0.595  C2 1.055
9 H 0.799 -0.563 0.872  C2 1.082
10 H 0.640 0.304 -0.806  C2 1.088

Output
* multiplicity: 1
* HOMO-LUMO gap: 10.4 eV
* SMILES: C/C=N/[N+](=O)[O-]

Arrangement c

Entry from the OMol25 dataset: one molecule with the formula C2H4N2O2 (ωB97M-V with the def2-TZVPD basis set).

Bonds (Å) are listed after each position.
Positions of all 10 atoms, in Å:
1 C 0.951 -0.147 0.102  C2 1.404, O4 1.343, N6 1.324
2 C -0.313 -0.729 0.287  C1 1.404, N5 1.343, H10 1.081
3 O -2.338 -0.012 -0.438  N5 1.381, H7 0.969
4 O 2.087 -0.863 0.077  C1 1.343, H8 0.967
5 N -1.156 0.313 0.196  C2 1.343, O3 1.381
6 N 0.839 1.088 -0.362  C1 1.324, H9 1.022
7 H -2.990 0.603 -0.069  O3 0.969
8 H 2.799 -0.315 -0.282  O4 0.967
9 H 0.701 1.831 0.326  N6 1.022
10 H -0.580 -1.770 0.163  C2 1.081

Output
* multiplicity: 1
* HOMO-LUMO gap (alpha / beta): 7.0 / 7.0 eV
* SMILES: [H]/N=C(O)\C=N\O

Arrangement d

Entry from the OMol25 dataset: one molecule with the formula C2H4N2O2 (ωB97M-V with the def2-TZVPD basis set).

Bonds (Å) are listed after each position.
Positions of all 10 atoms, in Å:
1 C -0.517 1.178 0.050  H5 1.042, N8 1.356, O9 1.270
2 C -0.820 -1.158 -0.111  H6 1.062, N8 1.411, O10 1.229
3 H 1.925 0.038 0.815  N7 0.998
4 H 1.806 0.318 -0.758  N7 1.099
5 H 0.222 1.912 0.089  C1 1.042
6 H -0.284 -2.067 -0.229  C2 1.062
7 N 1.417 -0.331 0.039  H3 0.998, H4 1.099, N8 1.396
8 N 0.048 -0.054 0.023  C1 1.356, C2 1.411, N7 1.396
9 O -1.769 1.378 -0.032  C1 1.270
10 O -2.027 -1.213 0.115  C2 1.229

Output
* multiplicity: 1
* HOMO-LUMO gap: 10.1 eV
* SMILES: NN(C=O)C=O

So which one wins? Going from most stable to least: arrangement d, arrangement a, arrangement b, arrangement c.

Arrangement a

Entry from the OMol25 dataset: one molecule with the formula C2H4N2O2 (ωB97M-V with the def2-TZVPD basis set).

Bonds (Å) are listed after each position.
Positions of all 10 atoms, in Å:
1 C -0.313 -0.325 -0.313  N7 1.379, N8 1.247, O9 1.396
2 C 0.206 1.575 0.842  H6 1.183, O9 1.358, O10 1.194
3 H 0.406 -1.565 1.040  N7 1.015
4 H 0.567 -2.048 -0.645  N7 0.989
5 H -0.774 -0.878 -2.106  N8 1.038
6 H -0.345 2.415 1.468  C2 1.183
7 N 0.533 -1.350 0.056  C1 1.379, H3 1.015, H4 0.989
8 N -0.891 -0.127 -1.399  C1 1.247, H5 1.038
9 O -0.646 0.523 0.744  C1 1.396, C2 1.358
10 O 1.257 1.778 0.313  C2 1.194

Output
* multiplicity: 1
* HOMO-LUMO gap: 10.8 eV
* SMILES: [H]/N=C(\N)OC=O

Arrangement b

Entry from the OMol25 dataset: one molecule with the formula C2H4N2O2 (ωB97M-V with the def2-TZVPD basis set).

Bonds (Å) are listed after each position.
Positions of all 10 atoms, in Å:
1 C -1.318 -0.195 0.415  H4 1.142, N7 1.406, N8 1.267
2 C 0.602 1.237 0.098  H6 1.098, N7 1.283, O10 1.273
3 H 1.456 -0.186 -0.820  O9 1.102
4 H -1.867 0.578 1.051  C1 1.142
5 H -1.381 -2.235 0.037  N8 1.112
6 H 0.191 1.930 0.843  C2 1.098
7 N -0.008 0.112 0.010  C1 1.406, C2 1.283, O9 1.282
8 N -1.800 -1.356 0.574  C1 1.267, H5 1.112
9 O 0.504 -0.740 -0.802  H3 1.102, N7 1.282
10 O 1.815 1.035 -0.233  C2 1.273

Output
* multiplicity: 1
* HOMO-LUMO gap: 9.9 eV
* SMILES: [H]/N=C\N(O)C=O

So which one wins? Going from most stable to least: arrangement a, arrangement b.

Arrangement a

Entry from the OMol25 dataset: a 2-piece molecular cluster, C2H2Cl2O2S overall (ωB97M-V with the def2-TZVPD basis set).

Bonds (Å) are listed after each position.
Positions of all 9 atoms, in Å:
1 C 1.253 0.364 -1.030  S5 1.605, H8 1.077
2 C -1.652 -0.057 0.300  O4 1.335, Cl6 1.696, Cl7 1.714
3 O 3.643 0.141 -0.234  S5 1.482
4 O -1.400 -0.013 1.610  C2 1.335, H9 0.971
5 S 2.231 -0.023 0.183  C1 1.605, O3 1.482
6 Cl -2.367 1.340 -0.343  C2 1.696
7 Cl -2.058 -1.560 -0.418  C2 1.714
8 H 1.500 0.693 -2.025  C1 1.077
9 H -1.150 -0.885 1.956  O4 0.971

Output
* multiplicity: 1
* HOMO-LUMO gap (alpha / beta): 9.8 / 6.2 eV

Arrangement b

Entry from the OMol25 dataset: one molecule with the formula C2H2Cl2O2S (ωB97M-V with the def2-TZVPD basis set).

Bonds (Å) are listed after each position.
Positions of all 9 atoms, in Å:
1 C 0.508 0.012 -0.615  C2 1.451, S5 1.654, H8 1.143
2 C -0.688 0.087 0.204  C1 1.451, O4 1.284, Cl6 1.821, Cl7 1.903
3 O 3.108 -0.092 -0.692  S5 1.445
4 O -0.474 -0.041 1.463  C2 1.284, H9 0.988
5 S 1.953 -0.147 0.174  C1 1.654, O3 1.445
6 Cl -1.772 1.390 -0.460  C2 1.821
7 Cl -1.588 -1.473 -0.415  C2 1.903
8 H 0.239 0.312 -1.685  C1 1.143
9 H -1.286 -0.049 2.027  O4 0.988

Output
* multiplicity: 1
* HOMO-LUMO gap: 8.9 eV

So which one wins? Going from most stable to least: arrangement b, arrangement a.

Arrangement a

Entry from the OMol25 dataset: one molecule with the formula C5H13N3O (ωB97M-V with the def2-TZVPD basis set).

Bonds (Å) are listed after each position.
Positions of all 22 atoms, in Å:
1 C 0.430 -0.339 -0.622  C2 1.767, C3 1.522, C4 1.526, N6 1.454
2 C -0.946 -1.085 0.199  C1 1.767, C5 1.481, H12 1.089, H13 1.089
3 C 1.096 -1.464 -1.401  C1 1.522, H14 1.088, H15 1.088, H16 1.087
4 C -0.168 0.721 -1.544  C1 1.526, H17 1.089, H18 1.088, H19 1.092
5 C -1.776 -0.179 1.026  C2 1.481, H20 1.087, H21 1.089, H22 1.191
6 N 1.412 0.317 0.226  C1 1.454, N9 1.359, H11 1.025
7 O 0.778 2.291 1.777  N8 1.454, H10 0.964
8 N 0.649 0.928 2.266  O7 1.454, N9 1.240
9 N 1.126 0.053 1.528  N6 1.359, N8 1.240
10 H 0.816 2.801 2.594  O7 0.964
11 H 1.460 1.324 0.039  N6 1.025
12 H -1.493 -1.488 -0.652  C2 1.089
13 H -0.484 -1.868 0.798  C2 1.089
14 H 1.486 -2.212 -0.713  C3 1.088
15 H 1.928 -1.079 -1.987  C3 1.088
16 H 0.391 -1.934 -2.081  C3 1.087
17 H -0.929 0.287 -2.190  C4 1.089
18 H -0.603 1.532 -0.962  C4 1.088
19 H 0.606 1.140 -2.190  C4 1.092
20 H -2.383 -0.721 1.747  C5 1.087
21 H -2.367 0.520 0.437  C5 1.089
22 H -1.029 0.455 1.703  C5 1.191

Output
* multiplicity: 1
* HOMO-LUMO gap: 10.0 eV
* SMILES: CCC(C)(C)N/N=N\O

Arrangement b

Entry from the OMol25 dataset: a 2-piece molecular cluster, C5H13N3O overall (ωB97M-V with the def2-TZVPD basis set).

Bonds (Å) are listed after each position.
Positions of all 22 atoms, in Å:
1 C -1.183 1.569 -0.664  C3 1.507, C6 1.866, H15 1.092, H16 1.090
2 C 1.585 1.258 -0.291  C6 1.469, H17 1.093, H18 1.097, H19 1.094
3 C -2.080 0.860 -1.646  C1 1.507, H20 1.096, H21 1.093, H22 1.093
4 N 1.063 -1.261 1.429  N7 1.401, O9 1.465
5 C -0.429 -0.110 0.708  C6 1.268, N8 1.344
6 C 0.291 0.602 -0.055  C1 1.866, C2 1.469, C5 1.268
7 N 0.891 -2.450 0.708  N4 1.401, H11 1.022, H12 1.024
8 N -1.472 -0.949 0.820  C5 1.344, H13 1.035, H14 1.015
9 O 2.491 -0.940 1.464  N4 1.465, H10 0.968
10 H 2.630 -0.742 2.402  O9 0.968
11 H 1.419 -3.212 1.138  N7 1.022
12 H 1.254 -2.340 -0.243  N7 1.024
13 H -1.215 -1.800 0.290  N8 1.035
14 H -1.697 -1.196 1.778  N8 1.015
15 H -0.622 2.354 -1.174  C1 1.092
16 H -1.727 2.059 0.143  C1 1.090
17 H 1.704 2.145 0.335  C2 1.093
18 H 2.380 0.536 -0.068  C2 1.097
19 H 1.674 1.554 -1.341  C2 1.094
20 H -2.703 1.576 -2.194  C3 1.096
21 H -2.762 0.168 -1.146  C3 1.093
22 H -1.492 0.320 -2.392  C3 1.093

Output
* multiplicity: 1
* HOMO-LUMO gap: 7.7 eV

So which one wins? Going from most stable to least: arrangement a, arrangement b.

Arrangement a

Entry from the OMol25 dataset: one molecule with the formula C5H13N3O (ωB97M-V with the def2-TZVPD basis set).

Bonds (Å) are listed after each position.
Positions of all 22 atoms, in Å:
1 C 1.358 0.446 0.970  C2 1.463, C4 1.485, H12 1.080
2 C 1.845 -0.449 -0.080  C1 1.463, N9 1.477, H15 1.094, H16 1.093
3 C -1.588 -1.147 -1.382  C6 1.532, H17 1.092, H18 1.090, H19 1.090
4 C 1.221 -0.020 2.373  C1 1.485, H20 1.092, H21 1.100, H22 1.089
5 N -0.796 0.632 0.217  C6 1.509, N7 1.421, H11 1.014
6 C -0.397 -0.324 -0.881  C3 1.532, N5 1.509, O8 1.463, N9 1.385
7 N -1.699 1.701 -0.030  N5 1.421, H13 1.014, H14 1.021
8 O 0.003 0.620 -1.924  C6 1.463, H10 0.964
9 N 0.578 -1.156 -0.358  C2 1.477, C6 1.385
10 H 0.380 0.092 -2.637  O8 0.964
11 H -1.156 0.077 0.986  N5 1.014
12 H 1.323 1.513 0.804  C1 1.080
13 H -1.315 2.217 -0.814  N7 1.014
14 H -2.614 1.349 -0.311  N7 1.021
15 H 2.284 0.079 -0.932  C2 1.094
16 H 2.560 -1.184 0.298  C2 1.093
17 H -2.406 -0.488 -1.683  C3 1.092
18 H -1.927 -1.831 -0.603  C3 1.090
19 H -1.294 -1.738 -2.248  C3 1.090
20 H 0.407 0.474 2.906  C4 1.092
21 H 2.148 0.237 2.908  C4 1.100
22 H 1.086 -1.100 2.421  C4 1.089

Output
* multiplicity: 1
* HOMO-LUMO gap: 7.8 eV

Arrangement b

Entry from the OMol25 dataset: one molecule with the formula C5H13N3O (ωB97M-V with the def2-TZVPD basis set).

Bonds (Å) are listed after each position.
Positions of all 22 atoms, in Å:
1 C 0.522 0.218 -0.516  C2 1.526, C3 1.530, C4 1.524, N6 1.605
2 C -0.168 0.526 0.810  C1 1.526, C5 1.693, N7 1.465, H10 1.094
3 C -0.249 0.707 -1.744  C1 1.530, H17 1.091, H18 1.095, H19 1.096
4 C 1.045 -1.202 -0.693  C1 1.524, H20 1.094, H21 1.094, H22 1.096
5 C -1.289 -0.709 1.100  C2 1.693, N8 1.358, O9 1.231
6 N 1.828 1.151 -0.496  C1 1.605, H11 1.028, H12 1.020
7 N 0.740 0.562 1.959  C2 1.465, H13 1.017, H14 1.027
8 N -2.329 -0.946 0.260  C5 1.358, H15 1.014, H16 1.006
9 O -1.232 -1.320 2.168  C5 1.231
10 H -0.739 1.458 0.771  C2 1.094
11 H 2.296 0.952 0.398  N6 1.028
12 H 1.546 2.128 -0.410  N6 1.020
13 H 0.569 1.397 2.513  N7 1.017
14 H 0.530 -0.238 2.567  N7 1.027
15 H -2.986 -1.668 0.535  N8 1.014
16 H -2.364 -0.639 -0.697  N8 1.006
17 H -1.058 0.029 -2.022  C3 1.091
18 H -0.673 1.705 -1.592  C3 1.095
19 H 0.416 0.763 -2.613  C3 1.096
20 H 0.343 -1.834 -1.245  C4 1.094
21 H 1.275 -1.771 0.213  C4 1.094
22 H 1.976 -1.268 -1.268  C4 1.096

Output
* multiplicity: 1
* HOMO-LUMO gap: 9.8 eV
* SMILES: CC(C)(N)[C@H](N)C(N)=O

So which one wins? Going from most stable to least: arrangement b, arrangement a.